{
  "formula": "C12H12BrN3OS",
  "method": "ωB97M-V with the def2-TZVPD basis set",
  "molar_mass_g_mol": 326.22,
  "relative_energy_kcal_mol": 0.0,
  "homo_ev": -8.9,
  "homo_lumo_gap_ha": 0.3408,
  "total_energy_ev": -100034.408,
  "species": ["C", "C", "C", "N", "N", "C", "N", "C", "O", "C", "C", "C", "C", "C", "Br", "C", "C", "S", "H", "H", "H", "H", "H", "H", "H", "H", "H", "H", "H", "H"],
  "coordinates": [[4.0346, -0.9945, 2.1123], [2.6422, -0.3865, 2.2800], [1.7956, -0.6315, 1.0902], [0.7006, -1.2925, 1.0890], [0.1100, -1.4020, -0.0924], [0.7418, -0.8107, -1.0452], [0.3556, -0.7373, -2.3498], [-0.9103, -0.8636, -2.8964], [-1.0341, -0.8177, -4.0944], [-2.0484, -1.0025, -1.9164], [-2.0865, 0.1567, -0.9553], [-1.8237, 1.4464, -1.4033], [-1.8044, 2.5130, -0.5226], [-2.0574, 2.2812, 0.8178], [-1.9953, 3.7375, 2.0466], [-2.3469, 1.0102, 1.2831], [-2.3610, -0.0463, 0.3918], [2.2323, -0.0280, -0.5106], [4.6294, -0.8099, 3.0025], [3.9627, -2.0686, 1.9586], [4.5430, -0.5535, 1.2573], [2.1357, -0.8248, 3.1409], [2.7318, 0.6914, 2.4385], [1.0795, -0.5226, -3.0260], [-2.9736, -1.0474, -2.4966], [-1.9283, -1.9329, -1.3602], [-1.6260, 1.6217, -2.4511], [-1.5889, 3.5107, -0.8729], [-2.5459, 0.8458, 2.3307], [-2.5640, -1.0416, 0.7538]]
}

{
  "formula": "C26H29ClOPSiV",
  "method": "ωB97M-V with the def2-TZVPD basis set",
  "molar_mass_g_mol": 502.97,
  "total_charge": 1,
  "multiplicity": 2,
  "relative_energy_kcal_mol": 22.6,
  "homo_ev": [-11.2, -11.2],
  "s_squared": 0.85,
  "homo_lumo_gap_ha": [0.2413, 0.2533],
  "total_energy_ev": -84850.737,
  "species": ["C", "C", "C", "H", "C", "C", "H", "H", "H", "H", "V", "Cl", "P", "C", "C", "H", "C", "H", "C", "H", "C", "H", "C", "H", "C", "C", "H", "C", "H", "C", "H", "C", "H", "C", "H", "C", "C", "H", "C", "H", "C", "H", "C", "H", "C", "H", "C", "Si", "C", "C", "O", "H", "H", "H", "H", "H", "H", "H", "H", "H"],
  "coordinates": [[-0.9164, 1.3638, 2.2344], [-1.2583, 1.6634, 0.8885], [-2.1484, 0.6448, 0.4017], [-0.8531, 2.4765, 0.3059], [-2.3870, -0.2806, 1.4431], [-1.9042, 0.3330, 2.7148], [-2.7460, 0.8852, 3.1707], [-0.2376, 1.9243, 2.8615], [-2.5302, 0.5730, -0.6055], [-2.9913, -1.1696, 1.3766], [-0.4208, -0.1514, 1.0472], [0.4479, -2.3278, 1.1364], [0.7121, 0.0935, -1.8565], [-0.7686, -0.2714, -2.8158], [-1.1154, 0.5328, -3.9092], [-0.5046, 1.3966, -4.1647], [-2.2390, 0.2121, -4.6738], [-2.4907, 0.8293, -5.5334], [-3.0276, -0.8945, -4.3347], [-3.8984, -1.1453, -4.9373], [-2.6995, -1.6784, -3.2195], [-3.3239, -2.5327, -2.9491], [-1.5788, -1.3764, -2.4583], [-1.3139, -1.9930, -1.5923], [1.2310, 1.8003, -2.1069], [0.2831, 2.8530, -2.0514], [-0.7809, 2.6375, -1.9748], [0.7231, 4.1719, -2.1061], [-0.0126, 4.9794, -2.0670], [2.0876, 4.4610, -2.2121], [2.4230, 5.4949, -2.2645], [3.0254, 3.4193, -2.2406], [4.0895, 3.6380, -2.3167], [2.6040, 2.0948, -2.1671], [3.3280, 1.2800, -2.1663], [2.0111, -1.0573, -2.3062], [2.0870, -1.4920, -3.6362], [1.3504, -1.1409, -4.3588], [3.1101, -2.3597, -4.0124], [3.1824, -2.6742, -5.0511], [4.0295, -2.8205, -3.0614], [4.8256, -3.4972, -3.3627], [3.9222, -2.4201, -1.7243], [4.6270, -2.7903, -0.9781], [2.9184, -1.5441, -1.3350], [2.8130, -1.2467, -0.2933], [-2.0081, -2.3893, 5.7281], [-1.0657, -0.8412, 5.2916], [-1.6258, 0.6891, 6.1955], [0.7819, -1.1033, 5.4160], [-1.4281, -0.6443, 3.6917], [-1.9784, -2.5926, 6.8050], [-1.5854, -3.2508, 5.1980], [-3.0600, -2.2950, 5.4190], [-1.6341, 0.4933, 7.2768], [-0.9497, 1.5338, 6.0093], [-2.6389, 0.9857, 5.8917], [1.1112, -1.9170, 4.7556], [1.3387, -0.1992, 5.1358], [1.0579, -1.3637, 6.4481]]
}

{
  "formula": "C6H14",
  "method": "ωB97M-V with the def2-TZVPD basis set",
  "molar_mass_g_mol": 86.18,
  "relative_energy_kcal_mol": 2.3,
  "homo_ev": -10.9,
  "homo_lumo_gap_ha": 0.4469,
  "total_energy_ev": -6449.308,
  "species": ["C", "C", "C", "C", "C", "C", "H", "H", "H", "H", "H", "H", "H", "H", "H", "H", "H", "H", "H", "H"],
  "coordinates": [[-0.1520, -2.5630, -0.2450], [-0.8320, -1.2312, 0.0702], [0.1012, -0.0223, 0.2861], [1.3078, -0.0045, -0.6539], [-0.7262, 1.2663, 0.1668], [0.0029, 2.5463, 0.5691], [0.5996, -2.8283, 0.5081], [-0.8907, -3.3714, -0.2807], [0.3475, -2.5337, -1.2196], [-1.5361, -0.9973, -0.7413], [-1.4454, -1.3431, 0.9748], [0.4932, -0.0795, 1.3143], [1.9627, 0.8458, -0.4343], [1.9111, -0.9123, -0.5482], [0.9953, 0.0736, -1.7037], [-1.6298, 1.1582, 0.7827], [-1.0759, 1.3547, -0.8728], [0.8324, 2.7746, -0.1089], [-0.6783, 3.4040, 0.5535], [0.4127, 2.4631, 1.5829]]
}

{
  "formula": "C15H43N4O10Sr",
  "method": "ωB97M-V with the def2-TZVPD basis set",
  "molar_mass_g_mol": 527.15,
  "total_charge": 1,
  "homo_ev": -10.0,
  "homo_lumo_gap_ha": 0.2618,
  "total_energy_ev": -43521.871,
  "species": ["Sr", "C", "C", "O", "O", "H", "H", "H", "C", "O", "N", "N", "H", "H", "H", "H", "C", "O", "C", "C", "N", "C", "C", "O", "C", "H", "H", "H", "H", "H", "H", "H", "H", "H", "H", "H", "H", "H", "H", "H", "C", "O", "C", "C", "N", "C", "C", "O", "C", "H", "H", "H", "H", "H", "H", "H", "H", "H", "H", "H", "H", "H", "H", "H", "O", "H", "H", "O", "H", "H", "O", "H", "H"],
  "coordinates": [[-0.0430, -4.0061, -0.1098], [0.4459, 0.4493, 0.7640], [0.2125, -1.0266, 0.5126], [0.2205, -1.4669, -0.6849], [0.0253, -1.7890, 1.4936], [-0.3976, 0.8371, 1.3335], [0.5607, 0.9930, -0.1690], [1.3479, 0.5315, 1.3723], [-2.3829, -3.7280, 2.7759], [-1.6213, -4.2437, 1.9301], [-2.1558, -2.4854, 3.2603], [-3.4149, -4.4325, 3.3207], [-2.8606, -1.9426, 3.7276], [-1.3498, -1.9943, 2.8916], [-3.5535, -5.3953, 3.0741], [-3.9891, -4.0764, 4.0636], [-2.0395, 8.2418, 0.4555], [-1.7811, 7.6915, 1.7382], [-1.3015, 6.3689, 1.7050], [0.1854, 6.3123, 1.3873], [0.7943, 4.9969, 1.4956], [0.2207, 3.9088, 0.7216], [0.4390, 4.0797, -0.7524], [-0.2838, 3.0559, -1.4301], [-0.8977, 3.4856, -2.6170], [-2.5791, 7.5183, -0.1592], [-1.1095, 8.5518, -0.0328], [-2.6225, 9.1440, 0.6234], [-1.8704, 5.7546, 0.9881], [-1.4930, 5.9197, 2.6834], [0.7196, 6.9292, 2.1118], [0.3803, 6.6893, 0.3840], [1.0716, 4.6982, 2.4130], [-0.8377, 3.7399, 0.9667], [0.7236, 2.9985, 1.0487], [1.5044, 3.9820, -0.9892], [0.1112, 5.0603, -1.1100], [-0.1536, 3.7195, -3.3947], [-1.5287, 4.3680, -2.4634], [-1.5271, 2.6926, -3.0178], [-1.3452, -3.8460, -3.7827], [-0.2119, -4.0187, -2.9475], [1.0131, -3.6282, -3.5486], [2.1930, -4.1249, -2.7370], [2.1937, -3.6199, -1.3623], [3.2546, -4.2467, -0.5702], [3.2191, -3.7926, 0.8723], [1.9337, -4.0638, 1.4538], [1.9625, -3.8940, 2.8712], [-1.4813, -2.7906, -4.0401], [-2.2257, -4.1383, -3.2155], [-1.2354, -4.4463, -4.6866], [1.0767, -2.5389, -3.6490], [1.1078, -4.0886, -4.5391], [3.0941, -3.7726, -3.2580], [2.2587, -5.2144, -2.7418], [2.4093, -2.6255, -1.3657], [4.2706, -4.0670, -0.9398], [3.1067, -5.3324, -0.5697], [3.4821, -2.7316, 0.9545], [3.9521, -4.3660, 1.4456], [2.0252, -2.8323, 3.1081], [2.7584, -4.4794, 3.3326], [1.0179, -4.2707, 3.2660], [2.8033, -0.5493, -1.5411], [2.7974, 0.4083, -1.6310], [1.8881, -0.7753, -1.3068], [-2.1742, -0.3114, -1.8659], [-2.3684, 0.2764, -1.1269], [-1.3179, -0.7060, -1.6479], [-2.8723, -0.1262, 1.1937], [-2.1185, -0.7090, 1.0438], [-3.6366, -0.7093, 1.2196]]
}